(1)
Below is a structure of composition AlBH74O35 at a distorted geometry, with properties calculated with wB97M-V/def2-TZVPD.

The geometry in XYZ format:
```
111
Properties=species:S:1:pos:R:3:forces:R:3:lowdin_charge:R:1
Al 1.7396 1.1535 2.4673 -1.464 -1.497 -1.876 1.547
B 0.0512 0.0196 0.0183 1.056 0.604 0.272 -0.324
H -0.4042 0.6300 0.7828 -2.756 3.332 3.018 0.016
H -0.6622 -0.7356 -0.2731 -3.031 -2.741 -0.177 0.028
H 0.3813 0.6517 -0.7914 1.552 2.506 -1.849 -0.006
H 0.9003 -0.4637 0.4762 3.895 -2.127 1.312 -0.026
O -4.5053 -4.3586 -0.4650 -0.164 -0.068 -0.095 -0.030
H -4.1535 -3.4731 -0.3731 0.170 0.260 -0.207 -0.012
H -4.0178 -4.8781 0.1742 -0.001 -0.239 0.193 0.028
O -4.1741 -2.2896 -4.1769 0.234 -0.043 -0.482 -0.043
H -3.8792 -2.0011 -3.3131 -0.143 0.214 0.531 -0.030
H -4.0387 -3.2372 -4.1726 -0.180 -0.270 -0.070 0.027
O 1.3903 -4.3502 1.8156 -0.213 -0.211 0.406 -0.026
H 1.3528 -4.6018 0.8928 0.254 -0.044 -0.409 0.041
H 1.2893 -3.3984 1.8092 0.078 0.383 -0.137 0.018
O 1.2068 0.6528 5.4020 0.646 0.072 -0.654 -0.047
H 0.3546 0.5586 5.8276 -0.501 -0.021 -0.165 0.061
H 1.8126 0.8446 6.1179 0.330 0.061 0.278 0.066
O 3.1499 -3.9083 -1.0620 0.907 -0.036 0.571 -0.033
H 2.4591 -3.2474 -1.0159 -0.317 0.126 -0.095 -0.044
H 2.7400 -4.6538 -1.5007 -0.076 -0.274 -0.444 0.012
O -4.1300 2.1125 1.7520 0.232 0.227 0.190 -0.023
H -3.7977 2.3033 2.6292 -0.056 0.167 0.172 0.036
H -4.2569 1.1638 1.7446 -0.144 -0.438 -0.408 0.014
O -4.2440 4.1792 -0.1744 0.173 0.369 -0.569 -0.040
H -4.0744 3.4800 0.4569 -0.165 -0.599 0.328 -0.025
H -3.6041 4.8576 0.0412 0.000 0.284 0.083 0.018
O 3.3203 -0.9145 0.6991 -1.121 0.155 1.438 -0.041
H 4.1818 -0.8018 0.2974 1.230 0.386 -0.482 -0.005
H 2.8178 -1.4117 0.0538 -0.332 -0.329 -0.260 0.022
O 0.5788 -1.3607 3.3364 1.286 0.987 -1.304 -0.016
H -0.3481 -1.3765 3.5747 -0.890 -0.064 0.408 -0.007
H 1.0049 -1.9117 3.9930 0.540 -0.246 0.308 0.065
O -1.9582 -3.0700 0.4957 -0.274 0.244 0.555 -0.030
H -1.2517 -2.4672 0.2638 0.500 -0.023 -0.214 0.009
H -1.7314 -3.8875 0.0525 0.010 -0.250 -0.207 0.071
O -1.7782 4.7885 -2.3815 0.449 -0.388 0.104 -0.039
H -2.7088 4.5784 -2.4582 -0.433 -0.034 -0.141 0.030
H -1.7154 5.3122 -1.5827 0.034 0.269 0.165 0.007
O 1.6352 -4.7713 -3.1970 0.254 -0.254 0.120 -0.038
H 1.1935 -5.3304 -3.8362 -0.029 -0.257 -0.184 0.056
H 1.1722 -3.9351 -3.2491 -0.302 0.232 -0.139 -0.003
O 0.5478 3.3060 4.1238 0.600 -0.196 -0.717 -0.042
H 1.2295 3.8381 4.5342 0.239 0.277 0.214 0.069
H -0.2377 3.4809 4.6421 -0.360 -0.204 0.241 0.075
O -1.8800 1.4456 -1.6714 0.194 -0.285 0.144 -0.032
H -1.4450 1.0225 -0.9311 -0.063 -0.063 0.286 -0.016
H -1.7545 2.3824 -1.5200 -0.108 0.721 -0.065 0.055
O 2.9210 1.7703 -0.2598 -0.981 -0.159 1.010 -0.051
H 3.1599 1.0620 -0.8577 0.139 -0.545 0.060 0.026
H 3.3780 2.5383 -0.6027 0.568 0.586 -0.286 -0.009
O -3.4111 -1.1157 -1.6761 0.379 -0.477 -0.268 -0.018
H -3.4852 -0.9310 -0.7398 -0.335 0.258 0.148 -0.010
H -2.8896 -0.3918 -2.0229 -0.069 0.463 -0.276 0.024
O 0.4740 5.5582 -0.5515 -0.047 -0.469 0.425 -0.019
H 0.9768 5.4374 -1.3570 -0.100 0.008 -0.563 0.061
H 1.0973 5.9421 0.0652 0.074 0.466 0.176 0.049
O -3.1071 1.8927 -3.9737 0.085 -0.006 -0.669 -0.042
H -2.4900 1.6382 -3.2877 0.022 -0.049 0.100 -0.038
H -3.7852 2.3884 -3.5147 -0.355 -0.020 0.026 0.039
O 0.0042 3.3915 1.3552 0.114 -1.273 0.592 -0.028
H -0.0949 4.0318 2.0597 0.033 0.102 0.415 0.035
H 0.1488 3.9192 0.5698 0.234 0.398 -0.879 0.014
O 3.4593 -0.6227 -2.6719 0.679 -0.195 0.576 -0.028
H 2.6692 -0.0900 -2.5812 -0.659 0.267 -0.354 -0.010
H 3.3265 -1.1129 -3.4833 0.174 -0.224 -0.172 0.068
O -6.0848 0.1810 -0.1201 0.060 0.174 0.040 -0.023
H -5.4602 -0.5130 0.0909 0.050 -0.001 -0.310 -0.024
H -6.7401 0.1340 0.5761 -0.390 0.085 0.085 0.044
O 2.8961 3.8883 1.7659 -0.231 -0.522 0.703 -0.042
H 3.4343 4.2773 2.4553 0.297 0.212 0.256 0.066
H 3.0841 4.4147 0.9889 -0.016 -0.086 -0.427 0.045
O 4.8323 1.0964 2.4376 -0.861 0.257 0.086 -0.043
H 5.3524 0.3693 2.7798 -0.025 -0.381 0.199 0.050
H 5.4778 1.7613 2.1980 0.099 0.369 -0.179 0.062
O -2.0467 -1.5359 4.0804 -0.116 0.321 -0.207 -0.020
H -2.4650 -1.8916 4.8645 0.007 -0.124 0.414 0.097
H -2.4149 -2.0465 3.3593 -0.104 -0.453 -0.396 0.061
O -0.6610 -3.0594 -3.0436 0.491 -0.621 0.507 -0.039
H -1.0077 -2.3311 -3.5589 -0.489 0.794 -0.375 -0.008
H -1.2630 -3.7834 -3.2160 -0.153 -0.331 0.106 0.080
O 4.3767 3.7190 -1.6458 -0.265 -0.291 0.569 -0.007
H 3.6037 4.1059 -2.0569 -0.158 0.140 -0.644 0.059
H 4.7277 4.4159 -1.0913 0.445 0.323 -0.026 0.056
O 0.9939 0.5444 -3.0468 0.350 -0.054 0.471 -0.039
H 0.4323 -0.1778 -3.3285 -0.661 -0.309 -0.530 0.045
H 0.5836 0.8689 -2.2452 -0.313 0.289 0.110 0.016
O -0.6061 -4.3631 3.6859 -0.608 0.450 0.539 -0.057
H -0.0868 -4.5761 2.9105 0.709 -0.158 -0.540 -0.020
H -1.3428 -4.9737 3.6565 -0.163 -0.214 0.172 0.040
O -3.7818 -1.0520 1.0852 -0.100 0.685 0.527 -0.040
H -3.0579 -1.6451 0.8843 0.444 -0.780 -0.025 -0.006
H -4.5080 -1.6301 1.3190 -0.282 -0.369 0.221 0.075
O 2.4276 1.8043 -4.8073 0.548 0.618 -0.399 -0.058
H 2.6309 0.9789 -5.2472 0.139 -0.059 -0.197 0.026
H 1.8109 1.5625 -4.1163 -0.295 -0.125 0.023 -0.039
O 3.5913 -1.3199 3.8078 -0.484 0.643 -0.025 -0.029
H 4.2274 -1.7090 3.2076 0.017 -0.376 -0.530 0.053
H 4.0614 -1.2411 4.6378 0.092 -0.056 0.427 0.061
O -1.2139 0.9478 3.4283 0.879 0.836 -0.198 -0.061
H -1.7019 0.1243 3.4338 -0.390 -0.601 0.167 -0.001
H -1.7803 1.5655 3.8906 -0.119 0.199 0.007 0.051
O 0.8621 -2.5717 -0.7758 0.309 -0.329 0.547 -0.052
H 0.5710 -1.6912 -0.5386 0.101 0.120 0.001 -0.050
H 0.4349 -2.7481 -1.6140 -0.576 -0.368 -0.792 0.015
O -0.9902 -0.9667 -4.5407 0.513 0.108 0.217 -0.015
H -1.5114 -0.2915 -4.9749 -0.628 0.371 -0.063 0.088
H -0.4175 -1.3069 -5.2281 0.157 -0.150 -0.439 0.085
O 5.5461 -0.4680 -0.7753 0.193 0.067 0.673 -0.025
H 5.0476 -0.4596 -1.5924 -0.437 -0.272 -0.828 0.011
H 6.0262 0.3601 -0.7786 0.274 0.164 0.015 0.061
```
Positions in Å, forces in eV/Å.

Energy relative to the best compared isomer or geometry (same formula, charge and spin) in eV: 1.169
Molar mass in g/mol: 672.35
Net charge: +2

(2)
Below is a structure of composition C14H18CuN3O3Te at a distorted geometry, with properties calculated with wB97M-V/def2-TZVPD.

The geometry in XYZ format:
```
40
Properties=species:S:1:pos:R:3:forces:R:3:lowdin_charge:R:1
Cu 1.0772 2.4110 -0.2685 -0.021 0.080 -0.037 0.390
N 3.0844 1.6274 0.0282 -0.028 0.113 0.198 -0.025
C 3.9931 2.6528 0.5372 -0.069 -0.010 -0.032 -0.267
C 3.8005 3.9839 -0.1978 -0.009 -0.029 -0.002 -0.134
C 2.5804 4.7942 0.2744 0.003 -0.005 0.013 -0.685
O 2.7992 5.8783 0.8282 -0.044 0.012 -0.028 -0.041
O 1.4217 4.2987 0.0568 0.079 0.100 0.074 -0.128
H 3.0104 0.8065 0.6369 0.041 -0.063 -0.253 -0.029
H 3.3915 1.2826 -0.8737 0.033 -0.162 0.059 0.077
H 5.0453 2.3486 0.4623 0.015 -0.018 -0.006 0.098
H 3.7815 2.7899 1.5996 -0.004 0.019 0.020 0.118
H 3.6949 3.7733 -1.2681 0.016 0.011 0.008 0.107
H 4.6777 4.6147 -0.0543 0.022 -0.005 -0.010 0.096
C -3.5844 -1.4672 -0.2453 -0.154 -0.029 0.026 -0.052
N -2.5392 -1.0438 0.6961 0.146 0.300 -0.066 -0.072
N -1.3040 -0.9246 0.0129 -0.172 0.943 0.332 0.044
C -0.9352 0.4145 -0.0319 0.302 -0.903 -0.604 -0.391
O 0.0224 0.8674 -0.7378 -0.250 -0.209 0.277 -0.127
C -1.8745 1.1118 0.7702 -0.564 0.089 0.621 0.042
C -2.8213 0.2448 1.2179 0.346 -0.079 -0.452 -0.309
C -4.0587 0.4548 2.0090 -0.126 0.031 0.125 -0.066
C -0.6546 -2.0873 -0.3729 0.158 -0.536 -0.483 -0.296
C -1.1987 -3.3379 -0.0591 0.097 0.191 -0.038 -0.135
C -0.7443 -4.4876 -0.6784 -0.062 -0.172 0.050 -0.170
C 0.2095 -4.3731 -1.7326 0.045 0.169 0.117 -0.192
C 0.8383 -3.1918 -1.9535 -0.161 0.069 -0.034 -0.233
C 0.6633 -2.0321 -1.0490 -0.116 -0.109 0.068 -0.610
H -3.2309 -2.3309 -0.8031 0.015 0.019 0.031 0.072
H -3.8337 -0.6567 -0.9436 0.040 0.003 0.011 0.097
H -4.4762 -1.7474 0.3179 0.001 0.017 0.002 0.079
H -1.7889 2.1615 1.0062 0.014 -0.011 -0.015 0.110
H -3.9885 1.3952 2.5573 0.002 -0.004 -0.021 0.073
H -4.2037 -0.3518 2.7352 0.037 0.031 -0.024 0.075
H -4.9685 0.5022 1.3949 0.082 -0.015 -0.013 0.066
H -1.9988 -3.4003 0.6704 0.013 -0.030 0.033 0.091
H -1.1572 -5.4520 -0.4067 0.000 -0.006 0.012 0.057
H 0.4497 -5.2415 -2.3383 -0.005 -0.004 -0.039 0.072
H 1.5816 -3.0947 -2.7369 0.015 -0.021 -0.014 0.072
H 0.8360 -1.0811 -1.5310 0.113 -0.001 0.019 0.038
Te 2.4030 -2.1126 0.4708 0.151 0.223 0.077 0.087
```
Positions in Å, forces in eV/Å.

Energy relative to the best compared isomer or geometry (same formula, charge and spin) in eV: 0.952
Molar mass in g/mol: 467.46
Net charge: -2

(3)
Below is the molecule C5H7N, with properties calculated with wB97M-V/def2-TZVPD.

The geometry in XYZ format:
```
13
Properties=species:S:1:pos:R:3:forces:R:3:lowdin_charge:R:1
C -0.8194 -0.0395 -1.6686 -0.045 -0.011 -0.015 -0.062
C -0.2377 -0.0558 -0.2837 0.102 0.025 0.116 -0.359
C 1.2587 1.1584 1.2055 -0.014 -0.038 0.065 -0.008
N 0.5131 0.9878 0.1270 -0.111 -0.078 -0.112 -0.041
C -0.3400 -1.1633 0.5787 -0.023 -0.284 0.224 -0.138
C -0.4320 -2.0913 1.3539 0.034 0.290 -0.244 0.111
H -1.6778 -0.7150 -1.7117 0.108 0.114 -0.001 0.077
H -0.1063 -0.3677 -2.4390 -0.101 0.041 0.108 0.074
H -1.1804 0.9598 -1.9476 0.073 -0.117 0.049 0.073
H 1.7155 2.1222 1.3673 -0.060 -0.113 -0.072 0.050
H 1.3608 0.3351 1.8964 -0.037 0.111 -0.046 0.052
H 0.4833 1.7801 -0.5080 0.034 -0.091 0.056 0.156
H -0.5378 -2.9106 2.0300 0.041 0.152 -0.130 0.017
```
Positions in Å, forces in eV/Å.

Energy relative to the best compared isomer or geometry (same formula, charge and spin) in eV: 3.663
Molar mass in g/mol: 81.12

Number 1: E_tot -2944.227581 Ha. Number 2: E_tot -2842.722740 Ha. Number 3: E_tot -249.338621 Ha.